The following is a DFT calculation (ωB97M-V/def2-TZVPD) of a molecular structure, C33H40Cl2N4O6OsS4Si in a non-equilibrium geometry.

Positions of all 91 atoms, in Å:
H -3.455 -3.283 -4.058
H -5.063 -2.115 -2.582
H -2.284 -4.907 -0.869
H 5.542 0.153 -1.589
C -4.919 -2.879 -1.813
O 4.930 6.898 1.039
C 2.542 7.449 1.897
C 2.080 -2.679 -2.248
H 1.982 -5.385 -2.449
C 3.811 -2.098 1.012
C -3.273 -4.043 -3.291
H -0.962 -0.873 6.248
S -0.414 -2.923 0.503
C -3.051 -0.395 6.068
H 3.065 -3.067 -2.531
C 1.911 3.332 1.883
Cl 3.057 -3.115 2.201
C -0.396 3.665 2.261
S -2.303 -0.390 1.571
O -0.728 -0.579 -1.244
C 5.761 -1.552 -0.292
H -1.261 4.283 2.460
H 0.241 -5.554 -2.806
H 0.811 0.310 -3.303
H 2.916 3.722 1.769
C 0.454 7.924 2.600
H -5.667 -3.668 -1.947
H 0.777 -4.892 -1.239
H -3.439 -4.064 0.165
C -1.526 -0.660 4.191
H -0.491 2.645 -2.052
C 3.754 -0.252 -0.510
N 1.780 -0.787 0.776
H 2.451 1.257 1.662
O 3.860 8.980 0.330
Cl 2.907 1.064 -1.278
N 1.647 8.379 2.267
C -0.575 2.297 2.149
C -1.785 -0.659 5.570
C 1.143 -3.551 -4.389
H 0.626 1.588 -1.151
H -0.274 8.670 2.908
C 1.651 1.972 1.805
H 5.633 -3.183 1.108
C 0.865 4.214 2.105
O -2.638 -2.341 -1.695
C 5.116 -2.349 0.646
H 1.116 -2.531 -4.786
H -2.668 1.685 -2.833
H 1.994 -2.702 -1.160
H -0.868 6.246 2.861
C 0.976 -3.517 -2.879
H 2.101 -4.008 -4.656
C -2.570 -0.389 3.308
C -0.423 1.759 -1.412
H -0.575 -0.628 -3.899
O -0.320 -2.940 -2.646
H -4.649 0.072 3.114
C -3.512 -3.448 -1.904
C -0.985 0.542 -2.124
H -0.523 1.133 -4.151
H -2.235 -4.372 -3.383
H 0.330 -4.124 -4.849
H -4.015 -5.328 -0.960
N 2.315 6.131 1.846
C 1.104 5.697 2.176
H -5.097 0.070 5.556
H -5.058 -2.410 -0.834
C 0.996 -4.931 -2.310
N 0.424 1.456 1.904
H 6.789 -1.748 -0.569
C -4.096 -0.131 5.184
H -2.902 -0.079 -2.940
C 5.066 -0.494 -0.863
Si -1.034 -2.208 -1.352
H 2.005 -1.635 -2.575
H -3.224 -0.394 7.140
H -1.556 1.853 2.249
C 0.119 6.580 2.570
C 3.045 -1.029 0.448
H -2.993 0.723 -1.365
S 4.187 8.078 1.419
H -3.944 -4.893 -3.464
C -2.486 0.728 -2.334
H -0.984 1.937 -0.492
C -3.849 -0.132 3.819
S 0.100 -1.026 3.639
Os 0.037 -0.696 1.296
C -0.274 0.326 -3.456
C -3.303 -4.507 -0.826
O 4.638 8.723 2.637

Calculated values
LUMO energy (alpha / beta), eV: 3.74 / 3.75
HOMO level (alpha / beta), eV: -2.2 / -2.2
HOMO-LUMO gap (alpha / beta), eV: 5.96 / 5.96
Multiplicity: 1
Energy relative to the best compared isomer or geometry (same formula, charge and spin), kJ/mol: 41.4
Maximum force, eV/Å: 1.26
Calculated total energy, hartree: -4845.6231
Total charge: -2

=====

The following is a DFT calculation (ωB97M-V/def2-TZVPD) of a molecular structure, C33H40HgIN9P in a non-equilibrium geometry.

Positions of all 85 atoms, in Å:
H 4.349 2.800 2.385
C 2.703 2.945 1.013
H 6.245 1.222 -2.536
C 3.531 -1.131 -1.115
H 3.794 -2.266 1.296
N 1.493 3.396 0.726
H -5.683 -2.909 3.732
N -0.346 4.698 1.318
H 3.181 2.373 0.226
H 6.872 -0.595 -0.997
H -0.101 -3.536 -1.896
C 1.897 -1.360 4.576
H -4.013 3.496 -2.187
C -0.009 -1.658 3.185
N 2.788 -2.304 1.170
N -1.209 3.173 -0.206
C -0.599 -2.819 -2.557
C 3.124 -6.347 -2.074
H 4.029 -5.372 -3.748
H 3.279 -7.340 -2.477
C 2.685 -1.682 3.494
C 1.451 4.462 2.869
H 5.180 -2.136 -0.142
N -1.609 -1.724 -0.620
H -0.860 -3.340 -3.496
H 3.764 -1.703 3.564
H -2.911 -2.041 4.861
C 5.487 0.559 -2.147
H 0.919 5.087 3.573
H -0.149 -0.990 -3.310
C 2.295 -4.912 -0.345
N 0.735 -1.962 2.133
C -4.831 -2.803 3.057
H -2.595 -3.184 -1.843
H -2.225 6.288 0.531
C -3.755 -0.857 2.237
C 3.540 -5.237 -2.791
H -4.005 5.734 -1.129
C -1.265 4.343 0.340
N 0.314 -1.707 -2.760
H -1.076 -1.652 2.998
C 4.163 0.730 -2.514
C 5.838 -0.465 -1.283
C 2.507 -6.182 -0.845
C 0.514 -1.349 4.426
H -4.462 -1.310 5.329
C 2.703 3.967 3.158
H 3.175 4.185 4.105
H 2.186 -7.048 -0.281
C -3.249 3.785 -1.481
Hg 0.352 0.416 0.129
H -0.665 5.416 1.955
C 3.358 3.192 2.206
C -2.182 2.788 -1.186
P 2.164 -2.152 -0.423
C 3.332 -3.964 -2.290
H -4.131 -3.627 3.241
H 3.883 1.520 -3.195
H 2.350 -1.113 5.525
H -5.185 -2.863 2.029
H 1.132 -2.020 -3.272
H -1.019 3.329 -2.942
H -0.134 -1.100 5.252
C 2.057 -1.974 2.274
C -3.654 -1.281 4.592
C -1.384 2.431 -2.449
H -2.446 -1.347 -0.186
I -2.540 1.343 -3.892
C -2.250 5.323 0.046
N -3.430 -0.266 1.306
H -2.636 1.850 -0.814
H 2.156 0.020 -2.262
C -1.890 -2.332 -1.902
C 4.869 -1.317 -0.781
H -1.175 -2.388 0.015
C -3.241 5.007 -0.889
H 3.664 -3.101 -2.854
C 0.870 4.144 1.629
H -3.182 -0.300 4.621
N -4.202 -1.520 3.276
C 3.194 -0.108 -1.991
H -0.551 1.791 -2.169
H -2.344 -1.570 -2.544
H 1.798 -4.768 0.606
C 2.718 -3.789 -1.054

Calculated values
LUMO energy (alpha / beta), eV: 0.60 / -0.55
HOMO level (alpha / beta), eV: -6.3 / -6.3
HOMO-LUMO gap (alpha / beta), eV: 6.93 / 5.77
Multiplicity: 2
Energy relative to the best compared isomer or geometry (same formula, charge and spin), kJ/mol: 22.4
Maximum force, eV/Å: 1.15
Calculated total energy, hartree: -2566.7109

=====

The following is a DFT calculation (ωB97M-V/def2-TZVPD) of a molecular structure, C33H40N4P2PbSe in a non-equilibrium geometry.

Positions of all 81 atoms, in Å:
H 1.386 -1.486 1.788
H 2.357 -1.477 -10.980
H 0.278 3.455 -0.019
Se -1.355 -0.914 1.688
H -6.339 -0.818 -10.109
C 2.934 -3.623 -10.828
C -1.890 2.990 -6.594
H -6.095 -3.194 -8.803
C 0.308 -1.422 5.518
C 1.485 -1.661 0.714
C -0.877 1.291 -3.322
H 0.407 0.755 -9.051
H 0.612 0.130 -4.350
H 2.252 -2.424 0.538
C -4.205 -2.328 -8.071
C -1.749 1.617 -6.422
H 1.845 -4.123 -7.721
C -2.301 1.941 -8.563
C -4.406 -0.361 -9.163
H -1.432 1.035 -5.582
N -2.054 0.957 -7.612
H -1.654 0.837 -3.958
H -1.133 -1.870 -9.712
H 1.684 -0.123 6.581
C 2.746 -4.531 -9.737
H 5.030 1.855 -6.731
C -1.096 -0.817 -9.375
C 0.364 -0.316 -9.315
H 1.887 3.742 -1.685
C -0.398 -1.633 4.339
H -0.153 -0.730 -3.012
C 4.478 1.202 -8.802
C 0.942 0.790 4.759
H 1.757 -0.722 0.218
N -3.589 -1.081 -8.285
C 2.173 -3.807 -8.698
C -0.421 -0.642 3.332
C 2.453 -2.389 -10.417
C 4.393 1.269 -7.376
C -1.640 1.585 -2.067
H -2.473 1.671 -9.591
Pb -0.335 -2.662 -0.095
P 1.369 -1.217 -8.015
C 1.101 3.015 -1.954
H -1.728 2.223 -0.067
P -1.932 -0.816 -7.718
H 0.291 -2.182 6.300
H -1.664 -0.209 -10.100
C -2.246 3.190 -7.964
H 2.138 -0.297 -2.358
H 1.425 1.752 4.955
H -3.721 -3.059 -7.444
H -0.504 4.294 -1.338
C 1.047 -0.242 5.708
N 2.016 -2.471 -9.095
C 0.264 0.254 -3.309
C 3.361 0.431 -6.981
C 1.734 1.678 -1.767
H 3.205 0.058 -10.228
C 3.481 0.336 -9.230
N 2.806 -0.172 -8.119
C -0.095 3.314 -1.042
H -0.923 -2.572 4.171
C -1.194 2.284 -1.019
H 0.823 -0.443 -10.309
H -4.139 0.618 -9.499
C 0.236 0.587 3.577
H 3.365 -3.829 -11.800
H 0.852 3.143 -3.015
H 5.188 1.696 -9.444
H 0.189 1.361 2.815
H -1.754 3.752 -5.833
H -2.667 1.200 -2.089
C 1.452 0.560 -2.441
C -5.528 -1.125 -9.478
H 3.005 -5.586 -9.735
H 2.485 1.652 -0.963
H 2.960 0.207 -6.004
H -0.573 2.219 -3.828
H -2.438 4.133 -8.459
C -5.393 -2.375 -8.781

Calculated values
LUMO energy, eV: -1.01
HOMO level, eV: -7.6
HOMO-LUMO gap, eV: 6.55
Multiplicity: 1
Energy relative to the best compared isomer or geometry (same formula, charge and spin), kJ/mol: 0.0
Maximum force, eV/Å: 2.91
Calculated total energy, hartree: -4777.3439